# 1
111
Properties=species:S:1:pos:R:3:lowdin_charge:R:1 method="wB97M-V/def2-TZVPD" energy_ha=-3348.987146 total_charge=+1 homo_energy_ev="-9.093 / -9.650" multiplicity=6 homo_lumo_gap_ev="5.48 / 5.31"
Ru 0.04954 -1.91228 0.05968 1.376
C -3.76946 4.61466 0.19302 -0.023
C -3.55314 3.43646 1.18781 -0.564
C -4.85176 2.92630 1.79748 -0.038
C -2.71197 3.98730 2.35346 -0.074
C -2.85749 2.36045 0.48356 -0.197
C -1.58929 1.91031 0.81702 0.044
C -1.10416 0.68187 0.30989 -0.143
N 0.00730 -0.03696 0.76776 -0.052
C 0.62233 0.10732 1.97023 -0.197
C 1.28161 1.24459 2.40111 0.039
C 1.76631 1.31021 3.71386 -0.124
C 1.83109 0.08595 4.37344 0.028
C 1.25045 -1.11019 3.98981 -0.054
C 0.44649 -1.11254 2.79647 -0.275
O -0.26919 -2.03883 2.33087 -0.056
C 1.44702 -2.42583 4.74988 -0.492
C 2.00086 -2.27611 6.21999 -0.041
C 0.14630 -3.26239 4.81741 -0.038
C 2.54297 -3.19615 3.94721 -0.018
C 2.18363 2.64645 4.40122 -0.520
C 0.99707 2.97335 5.34928 -0.017
C 2.37878 3.80416 3.44836 -0.069
C 3.54596 2.40273 5.08401 -0.039
C -1.93263 -0.04921 -0.62918 -0.289
O -1.47821 -1.18978 -1.00094 -0.199
C -3.15783 0.47095 -1.14028 -0.097
C -3.59840 1.62207 -0.48211 0.036
C -3.78616 -0.26005 -2.33125 -0.412
C -2.52502 1.45405 -3.91185 -0.008
C -5.10602 0.40680 -2.63425 -0.049
C -4.14333 -1.72102 -1.92580 -0.018
H -3.65175 5.58556 0.70677 0.082
H -4.75608 4.59606 -0.19507 0.064
H -2.99703 4.70427 -0.60334 0.097
H -5.18246 3.64298 2.55700 0.091
H -4.72518 1.97482 2.25197 0.085
H -5.73606 2.88126 1.17780 0.082
H -3.29941 4.84372 2.76186 0.097
H -1.72694 4.34498 2.09046 0.069
H -2.53709 3.17693 3.12908 0.109
H -1.02808 2.45927 1.61130 0.100
H 1.14267 2.06992 1.68900 0.122
H 2.40356 0.06775 5.29408 0.104
H 1.33201 -1.48962 6.62810 0.094
H 3.01345 -2.01848 6.35022 0.059
H 1.80913 -3.19303 6.74468 0.075
H -0.65908 -2.85713 5.44248 0.096
H 0.39074 -4.22483 5.19996 0.069
H -0.20492 -3.35251 3.76791 0.076
H 3.52445 -2.69807 4.14140 0.104
H 2.30476 -3.12470 2.89560 0.041
H 2.53345 -4.26491 4.23955 0.102
H 0.06376 2.82407 4.78229 0.089
H 1.05105 4.00271 5.69140 0.086
H 0.98030 2.36735 6.24430 0.083
H 1.48480 4.25835 3.05783 0.077
H 3.02000 3.46423 2.60098 0.100
H 2.97009 4.58681 3.86267 0.074
H 3.52045 1.52912 5.73851 0.071
H 3.91604 3.31393 5.56039 0.092
H 4.32787 2.15530 4.36760 0.091
H -4.54270 1.99388 -0.80236 0.099
H -2.50110 1.99158 -2.97072 0.075
H -3.29347 1.86105 -4.57340 0.087
H -1.59996 1.58424 -4.47142 0.042
H -4.96069 1.49328 -2.58131 0.078
H -5.86335 0.13822 -1.90655 0.100
H -5.43811 0.22054 -3.64294 0.084
H -3.22671 -2.35364 -1.85805 0.085
H -4.70445 -2.15380 -2.73252 0.072
H -4.76557 -1.89215 -1.04600 0.098
O 3.36657 -6.25691 -0.94738 0.117
C 2.80808 -6.00269 -2.13172 -0.449
O 2.86270 -6.78852 -3.07003 0.081
C 1.96159 -4.70911 -2.21057 -0.031
C 1.15937 -4.22834 -3.25850 -0.569
Cl 1.28646 -4.69748 -4.89618 0.834
N 0.37040 -3.16224 -2.89694 -0.001
N 0.85654 -2.75326 -1.58396 -0.028
C 1.72171 -3.78154 -1.17897 -0.102
C 2.33777 -3.64485 0.15960 -0.446
O 3.42015 -4.21878 0.47653 0.071
O 1.79123 -2.64134 0.81723 -0.167
C -0.16209 -2.12677 -3.86134 -0.301
C -1.21569 -2.62107 -4.62459 -0.035
C -2.32622 -1.96421 -5.22321 -0.057
C -3.02542 -0.88022 -4.73561 -0.016
C -2.74559 -0.06009 -3.53432 -0.275
C 0.52989 -0.96438 -3.93999 -0.379
H 3.41586 -5.53126 -0.25642 0.044
H -1.14760 -3.67900 -4.84966 0.088
H -2.62308 -2.35204 -6.19718 0.114
H -3.92262 -0.60576 -5.28814 0.121
H -1.85230 -0.43858 -3.09342 0.078
H 1.09018 -0.67327 -3.02660 0.107
C 3.77300 -1.16751 -4.76525 0.004
N 3.45810 0.28595 -4.75449 -0.113
C 4.42311 1.20776 -4.16566 -0.113
C 3.70165 2.56270 -4.13997 -0.054
N 2.30109 2.13350 -4.45300 0.088
C 2.21993 0.88058 -4.77736 -0.530
S 0.82028 -0.02110 -5.33240 1.083
H 3.87405 -1.46045 -3.74808 0.089
H 4.65669 -1.29395 -5.42633 0.118
H 2.98158 -1.78428 -5.23016 0.079
H 5.27918 1.28249 -4.83595 0.128
H 4.88293 0.85073 -3.18152 0.160
H 4.10609 3.20035 -4.99137 0.155
H 3.65334 3.06497 -3.18648 0.125
H 1.45912 2.67601 -4.36931 0.162

---

# 2
14
Properties=species:S:1:pos:R:3:lowdin_charge:R:1 method="wB97M-V/def2-TZVPD" energy_ha=-361.658596 homo_energy_ev=-9.677 homo_lumo_gap_ev=10.13
O 0.33156 1.40268 1.74815 0.125
C 0.29056 0.35432 1.17028 -0.345
C -0.31711 -1.01734 1.40093 -0.090
N 0.26861 -1.45523 0.10644 0.010
C 0.76912 -0.10158 -0.21496 -0.224
C -0.05707 0.56551 -1.31518 -0.372
O -1.37231 0.45071 -1.21242 -0.150
H -0.63541 1.67765 -1.05705 0.200
H 0.29276 1.90175 -1.04947 0.205
H -1.41257 -0.97386 1.42658 0.130
H 0.05581 -1.57144 2.26922 0.118
H -0.46396 -1.73138 -0.54278 0.105
H 1.84667 -0.04231 -0.40874 0.150
H 0.40334 0.54051 -2.32101 0.138